# 1
A structure of composition C18H25O6PPtS4 in a non-equilibrium geometry. Source: the Open Molecules 2025 dataset; level of theory: wB97M-V/def2-TZVPD.

Each line ends with the Löwdin charge.
Geometry (Å):
Pt1 -1.163 -0.406 0.457  0.819
C1 3.933 0.997 3.042  -0.060
C2 3.577 -0.413 2.656  -0.229
O1 2.113 -0.515 2.670  -0.304
P1 1.313 -1.518 1.790  -0.048
S1 -0.622 -1.555 2.375  0.392
S2 1.026 -0.911 -0.126  0.405
O2 2.095 -2.862 1.947  -0.285
C3 1.699 -4.059 1.200  -0.256
C4 2.258 -5.257 1.920  -0.059
H1 5.018 1.096 3.083  0.090
H2 3.529 1.237 4.025  0.087
H3 3.546 1.708 2.313  0.081
H4 3.947 -1.150 3.365  0.126
H5 3.939 -0.667 1.658  0.119
H6 2.099 -3.959 0.192  0.117
H7 0.609 -4.088 1.148  0.105
H8 3.344 -5.204 1.975  0.086
H9 1.984 -6.162 1.377  0.090
H10 1.855 -5.325 2.929  0.087
C5 -4.192 -2.834 -2.061  -0.196
S3 -3.241 -1.349 -1.753  1.010
O3 -2.159 -1.900 -0.786  -0.639
C6 -2.435 -1.132 -3.313  -0.411
C7 -1.476 -2.038 -3.745  -0.069
C8 -0.860 -1.820 -4.965  -0.057
C9 -1.210 -0.713 -5.733  -0.055
C10 -2.163 0.188 -5.282  -0.053
C11 -2.778 -0.011 -4.054  -0.071
H11 -3.596 -3.551 -2.620  0.065
H12 -5.082 -2.548 -2.619  0.073
H13 -4.469 -3.226 -1.085  0.067
H14 -1.207 -2.887 -3.128  0.117
H15 -0.108 -2.511 -5.321  0.113
H16 -0.728 -0.551 -6.687  0.113
H17 -2.420 1.053 -5.878  0.115
H18 -3.498 0.701 -3.669  0.118
C12 1.796 5.192 2.652  -0.036
C13 0.753 4.374 1.944  -0.253
C14 0.396 4.655 0.626  -0.015
C15 -0.578 3.917 -0.024  -0.034
C16 -1.202 2.881 0.657  -0.298
C17 -0.877 2.588 1.976  -0.066
C18 0.103 3.336 2.607  -0.021
S4 -2.352 1.882 -0.217  0.519
O4 -3.271 2.677 -0.948  -0.222
O5 -2.913 0.910 0.785  -0.424
O6 -1.499 0.977 -1.091  -0.481
H19 2.365 5.803 1.953  0.081
H20 2.491 4.555 3.199  0.078
H21 1.328 5.861 3.377  0.093
H22 0.885 5.466 0.103  0.121
H23 -0.853 4.143 -1.046  0.127
H24 -1.405 1.810 2.511  0.102
H25 0.356 3.117 3.638  0.124

## Properties
orbital gap (alpha / beta) = 7.81 / 7.05 eV
spin multiplicity = 2
LUMO (alpha / beta) = -0.1507 / -0.1809 hartree
charge = +1

***

# 2
The molecule C4H9NO2 in a non-equilibrium geometry. Source: the Open Molecules 2025 dataset; level of theory: wB97M-V/def2-TZVPD.

Each line ends with the Löwdin charge.
Geometry (Å):
C1 0.339 -0.418 -0.951  -0.146
C2 0.849 -0.298 1.923  -0.033
C3 -0.202 -0.340 -2.365  -0.115
N1 -0.259 0.312 1.241  -0.100
C4 -0.491 0.630 -0.017  -0.469
O1 -1.063 1.169 2.201  -0.004
O2 -1.365 1.363 -0.417  0.068
H1 -1.818 1.451 1.647  0.086
H2 1.381 -0.099 -0.898  0.101
H3 0.266 -1.435 -0.563  0.106
H4 1.812 -0.106 1.445  0.093
H5 0.887 0.105 2.932  0.095
H6 0.683 -1.375 1.976  0.092
H7 -1.240 -0.666 -2.390  0.078
H8 0.385 -0.974 -3.029  0.071
H9 -0.162 0.682 -2.736  0.076

## Properties
orbital gap = 10.23 eV
structure (SMILES) = CCC(=O)N(C)O
LUMO = 0.0275 hartree

***

# 3
A cluster of 2 separate species, C2HBrO2 in total in a non-equilibrium geometry. Source: the Open Molecules 2025 dataset; level of theory: wB97M-V/def2-TZVPD.

Each line ends with the Löwdin charge.
Geometry (Å):
C1 -0.668 -2.671 -1.166  -0.477
C2 0.713 -0.137 -0.268  -0.485
O1 -0.042 -3.618 -1.045  0.227
O2 -1.307 -1.729 -1.299  0.166
Br1 1.116 0.625 -1.860  0.647
H1 0.067 0.565 0.291  -0.077

## Properties
orbital gap = 8.08 eV
LUMO = -0.0386 hartree

***

# 4
A structure of composition C3H8F2NPS in a non-equilibrium geometry. Source: the Open Molecules 2025 dataset; level of theory: wB97M-V/def2-TZVPD.

Each line ends with the Löwdin charge.
Geometry (Å):
C1 1.112 0.908 0.769  -0.060
C2 0.973 -0.362 -1.342  -0.069
C3 1.157 -0.533 0.222  -0.498
N1 0.137 -1.412 0.739  -0.460
F1 -2.826 1.929 -0.149  -0.406
F2 -4.008 0.080 -0.878  -0.391
P1 -3.527 0.612 0.581  0.795
S1 -1.481 -1.273 0.364  0.564
H1 1.001 0.808 1.779  0.045
H2 1.890 1.519 0.300  0.087
H3 0.267 1.361 0.260  0.065
H4 1.539 0.549 -1.577  0.069
H5 -0.124 -0.256 -1.392  0.021
H6 1.437 -1.244 -1.844  0.086
H7 2.031 -0.918 0.545  0.092
H8 0.422 -1.768 1.623  0.063

## Properties
orbital gap (alpha / beta) = 7.13 / 7.48 eV
LUMO (alpha / beta) = -0.0323 / -0.0261 hartree

***

# 5
A structure of composition C2H12MgN3O in a non-equilibrium geometry. Source: the Open Molecules 2025 dataset; level of theory: wB97M-V/def2-TZVPD.

Each line ends with the Löwdin charge.
Geometry (Å):
C1 1.276 0.254 -2.363  -0.367
Mg1 0.851 1.065 -0.611  -0.019
N1 1.557 1.009 1.649  -0.158
H1 0.125 2.672 -0.504  -0.164
H2 0.998 1.689 2.163  -0.002
H3 2.521 1.894 0.377  -0.073
H4 2.197 0.932 -2.587  -0.034
H5 0.269 0.347 -2.851  -0.062
H6 1.765 -0.649 -1.869  -0.064
H7 1.495 0.053 1.858  -0.042
H8 2.582 1.358 1.602  -0.060
N2 -1.972 -1.848 -0.622  0.150
C2 -1.576 -0.996 0.306  -0.638
N3 -2.167 -1.098 1.500  0.160
O1 -0.632 -0.152 0.112  -0.128
H9 -2.836 -2.491 -0.460  0.153
H10 -1.583 -1.852 -1.575  0.131
H11 -1.894 -0.477 2.232  0.106
H12 -2.977 -1.712 1.644  0.112

## Properties
orbital gap = 3.59 eV
LUMO = 0.0856 hartree
charge = -1

***

E: -3205.599584 -362.983586 -2801.201098 -1113.099170 -522.858787 (a.u.)